This record from OMol25 describes a molecular structure, C3H6N2 in a non-equilibrium geometry. The level of theory is the ωB97M-V functional and the def2-TZVPD basis.

Positions of all 11 atoms, in Å:
1 N 0.9042 -0.5043 -0.5957
2 C 2.1742 -0.1336 0.4178
3 H 2.4981 1.0269 1.3935
4 N 0.1806 0.6708 -0.4472
5 H -1.2497 -1.4806 -0.4306
6 H -2.0561 -0.7744 1.4716
7 H 2.8982 -0.9124 0.3874
8 H -1.6276 1.6404 0.2642
9 H -3.1013 -0.3577 -0.2208
10 C -1.0773 0.6376 0.0440
11 C -1.9228 -0.5553 0.2774

Cartesian forces, eV/Å:
6.0 3.9 6.1
-4.8 0.8 -2.4
-1.6 -3.6 -3.5
-4.4 0.1 1.7
-2.6 2.4 2.7
0.4 0.2 -3.1
0.5 -0.6 0.2
1.6 -1.5 -0.8
3.7 -0.7 1.5
2.1 1.6 -1.4
-0.9 -2.6 -1.0



This record from OMol25 describes 2 unconnected molecules or ions with the total composition C3H6N2 in a non-equilibrium geometry. The level of theory is the ωB97M-V functional and the def2-TZVPD basis.

Positions of all 11 atoms, in Å:
1 N 1.9640 0.0852 0.5954
2 N -1.0785 0.6552 0.3311
3 H -3.4186 -1.0112 -0.9821
4 C -3.3079 -0.0680 -0.4461
5 H 3.6408 0.6449 -0.7715
6 H 1.8682 0.8785 -1.2807
7 C -2.2350 0.3681 0.0721
8 H -4.1652 0.5817 -0.3967
9 H 2.6208 -0.2142 1.3603
10 C 2.5318 0.4501 -0.4747
11 H -0.8318 0.6321 1.2743

Cartesian forces, eV/Å:
1.3 -0.5 0.6
-0.9 1.1 -1.4
0.3 0.2 0.5
-2.8 -0.5 -1.1
-1.5 -0.9 1.1
0.4 -0.8 0.7
2.8 -0.4 0.2
-0.3 0.1 -0.2
-0.4 0.4 -1.1
0.3 1.8 -1.2
0.9 -0.4 1.8

The SMILES is C=C=N.C=N.



This record from OMol25 describes 2 unconnected molecules or ions with the total composition C3H6N2O in a non-equilibrium geometry. The level of theory is the ωB97M-V functional and the def2-TZVPD basis.

Positions of all 12 atoms, in Å:
1 H -1.0426 0.2889 -1.5500
2 H 1.1193 -0.7249 1.9735
3 C 2.2338 0.0171 -0.8120
4 C 1.8183 0.2360 0.5660
5 H -0.9953 -1.2560 0.3025
6 H -1.9315 -0.2590 1.2028
7 N -1.7116 -0.5385 0.2523
8 H -2.0297 1.3604 -0.5613
9 O 1.3877 -0.8994 1.0565
10 N 2.6228 0.0367 -1.9056
11 C -1.2437 0.6011 -0.5208
12 H -0.3312 1.0949 -0.1355

Cartesian forces, eV/Å:
0.0 0.0 0.1
0.0 -0.1 -0.1
0.3 0.0 -0.9
0.0 -0.3 0.0
-0.2 0.0 0.0
0.0 -0.1 -0.1
0.1 -0.1 0.2
0.1 -0.1 0.0
0.1 0.4 0.1
-0.4 0.0 1.0
0.1 0.2 -0.2
-0.2 -0.1 0.0



This record from OMol25 describes C3H6N2O in the gas phase in a non-equilibrium geometry. The level of theory is the ωB97M-V functional and the def2-TZVPD basis.

Positions of all 12 atoms, in Å:
1 H -0.4811 1.7698 -0.2930
2 H 1.7046 -0.9380 0.8180
3 H -1.9500 0.9897 -0.8809
4 H -0.8384 0.1698 1.6951
5 C -0.9243 0.7834 -0.5279
6 N -0.2395 -0.0047 -1.5263
7 N 0.9726 -0.2825 0.4707
8 O 1.6971 -1.3079 -1.5387
9 C 0.8376 -0.5794 -1.0868
10 C -0.7772 -0.1348 0.6653
11 H 1.4169 0.6435 0.5912
12 H -1.3824 -1.0431 0.4544

Cartesian forces, eV/Å:
0.1 -0.2 -0.3
-1.5 -0.1 0.1
0.3 -0.4 0.6
-0.3 0.4 0.3
0.3 -0.2 0.1
0.5 0.4 -0.8
-1.2 0.0 0.0
0.0 0.2 0.2
-0.3 0.0 -0.9
1.6 -0.2 0.4
-0.8 -0.3 0.0
1.3 0.1 0.3

The SMILES is [O-]C1=NCC[NH2+]1.



Looking at LUMO energy for the records above, in order, we have -0.5; 1.1; -1.1; 0.4 eV.